# 1
Below is an isolated molecule of C4H7ClO2 in a non-equilibrium geometry, with properties calculated with ωB97M-V/def2-TZVPD.

Gap between HOMO and LUMO (alpha / beta): 7.84 / 9.23 eV
⟨S²⟩: 2.01
Strongest force on any atom: 0.0681 Eh/bohr
Spin multiplicity: 3
HOMO (alpha / beta): -6.9 / -10.3 eV
LUMO (alpha / beta): 0.9 / -1.1 eV

```
14
Properties=species:S:1:pos:R:3:lowdin_spin:R:1
C -0.643 0.037 0.956 0.08
C -0.227 1.488 0.550 0.04
C -0.354 -0.879 -0.185 0.59
C 1.096 -1.240 -0.589 0.05
O -0.839 1.718 -0.723 0.30
O -0.430 0.894 -1.674 0.74
Cl -1.419 -1.986 -0.851 0.16
H -0.049 -0.203 1.769 0.02
H -1.742 0.029 1.197 0.00
H -0.739 2.165 1.156 0.00
H 0.889 1.760 0.613 0.01
H 1.847 -0.664 -0.121 0.00
H 1.171 -0.899 -1.652 0.01
H 1.440 -2.218 -0.445 0.01
```

# 2
Below is a cluster of 6 separate species, C5H21N2O6 in total in a non-equilibrium geometry, with properties calculated with ωB97M-V/def2-TZVPD.

Gap between HOMO and LUMO: 8.22 eV
Strongest force on any atom: 0.0774 Eh/bohr
Net charge: -1
HOMO: -5.5 eV
LUMO: 2.7 eV

```
34
Properties=species:S:1:pos:R:3:mulliken_charge:R:1
C 1.155 1.811 -1.921 -0.58
O 1.033 2.332 -0.627 -0.44
C 1.451 0.265 -2.097 -0.63
C 0.137 -0.682 -1.992 -0.49
C -0.630 -0.643 -0.633 -0.21
N 1.019 -3.417 0.826 -0.76
C 0.474 -2.254 0.851 0.08
N -0.660 -1.864 0.126 -0.43
H 2.162 2.220 -2.192 0.29
H 0.431 2.223 -2.582 0.33
H 1.820 0.240 -3.129 0.38
H 2.078 -0.178 -1.355 0.31
H -0.503 -0.640 -2.882 0.38
H 0.440 -1.742 -2.025 0.12
H -0.298 0.192 0.011 -0.09
H -1.625 -0.230 -0.887 0.38
H 0.728 -4.115 0.162 0.21
H 0.873 -1.597 1.620 0.46
H -1.158 -2.605 -0.378 0.48
H -1.974 1.935 1.185 0.46
H -2.920 1.725 2.448 0.33
O -2.863 1.650 1.492 -0.73
H 1.189 1.653 2.086 0.51
H 2.186 1.019 1.155 0.29
O 2.094 1.184 2.097 -0.76
H -0.288 -3.382 -1.478 0.13
H -0.891 -3.720 -2.725 0.41
O -1.093 -3.857 -1.791 -0.68
H 0.238 2.121 -0.085 0.35
H -0.411 3.154 1.714 0.18
O -0.290 2.202 1.632 -1.29
H -0.952 2.166 3.270 0.43
H -1.424 0.941 4.075 0.30
O -1.528 1.893 4.026 -0.73
```

# 3
Below is a structure of composition C4H8N3P in a non-equilibrium geometry, with properties calculated with ωB97M-V/def2-TZVPD.

Gap between HOMO and LUMO (alpha / beta): 8.18 / 8.18 eV
Strongest force on any atom: 0.1052 Eh/bohr
HOMO (alpha / beta): -7.7 / -7.7 eV
LUMO (alpha / beta): 0.5 / 0.5 eV

```
16
Properties=species:S:1:pos:R:3:mulliken_charge:R:1
C -2.102 -0.035 0.812 -0.05
C 0.066 -0.265 0.046 0.09
C -0.799 2.030 0.669 -0.88
C 2.015 -1.587 -1.210 -0.88
N -1.978 -1.307 0.564 -0.21
N -0.936 -1.885 0.285 -0.36
N -0.865 0.572 0.560 0.15
P 1.783 -0.328 0.089 -0.09
H -2.904 0.507 1.286 0.33
H -0.409 2.458 -0.233 0.35
H -1.808 2.386 0.918 0.29
H -0.091 2.371 1.400 0.33
H 2.603 -2.575 -0.946 0.27
H 2.411 -1.155 -2.076 0.33
H 1.003 -1.998 -1.372 0.32
H 2.011 0.812 -0.792 0.00
```

# 4
Below is a cluster of 4 separate species, C4H14O4 in total in a non-equilibrium geometry, with properties calculated with ωB97M-V/def2-TZVPD.

Gap between HOMO and LUMO: 10.63 eV
Strongest force on any atom: 0.0374 Eh/bohr
HOMO: -10.1 eV
SMILES: CCCC=O.O.O.O
LUMO: 0.6 eV

```
22
Properties=species:S:1:pos:R:3:mulliken_charge:R:1
C 0.067 0.231 -3.025 -1.38
C 0.493 -0.391 -1.692 0.12
C 1.467 0.450 -0.866 -0.66
C 1.536 -0.184 0.533 0.05
O 0.904 -1.193 0.739 -0.52
H -0.872 -0.079 -3.443 0.37
H 0.800 0.238 -3.832 0.34
H -0.176 1.290 -2.842 0.32
H 1.015 -1.313 -1.950 0.30
H -0.433 -0.495 -1.138 0.11
H 1.157 1.493 -0.803 0.30
H 2.477 0.400 -1.284 0.39
H 2.261 0.253 1.237 0.37
O -1.483 0.215 0.539 -0.72
H -2.394 -0.073 0.409 0.29
H -1.206 -0.317 1.301 0.23
O -0.489 2.763 1.074 -0.65
H -1.013 2.010 0.765 0.36
H -0.522 3.507 0.474 0.31
O -1.534 -2.206 2.310 -0.64
H -1.486 -2.447 1.380 0.36
H -0.802 -1.590 2.416 0.34
```

# 5
Below is a structure of composition C5H7NO, with properties calculated with ωB97M-V/def2-TZVPD.

Gap between HOMO and LUMO: 10.16 eV
Strongest force on any atom: 0.0100 Eh/bohr
HOMO: -9.4 eV
LUMO: 0.8 eV

```
14
Properties=species:S:1:pos:R:3:mulliken_charge:R:1
O 2.022 -0.708 -1.009 -0.43
C 1.188 -0.609 -0.137 -0.11
C 0.129 0.447 -0.180 0.27
C -1.325 0.158 0.039 -0.10
C -1.540 -0.889 1.102 -0.28
C -0.778 -0.168 1.927 -0.53
N -0.564 0.965 1.020 -0.48
H 1.976 0.906 -2.767 -0.21
H 1.179 -1.301 0.723 0.37
H 0.341 1.229 -0.908 0.24
H -2.081 0.626 -0.586 0.35
H 1.854 1.443 -3.270 0.20
H -2.067 -1.833 1.136 0.35
H -0.334 -0.266 2.911 0.36
```

# 6
Below is a cluster of 2 separate species, C2H8N2S in total in a non-equilibrium geometry, with properties calculated with ωB97M-V/def2-TZVPD.

Gap between HOMO and LUMO (alpha / beta): 4.17 / 5.61 eV
⟨S²⟩: 2.01
Strongest force on any atom: 0.1601 Eh/bohr
Spin multiplicity: 3
HOMO (alpha / beta): -3.6 / -8.8 eV
LUMO (alpha / beta): 0.6 / -3.1 eV

```
13
Properties=species:S:1:pos:R:3:lowdin_spin:R:1
C -0.838 -1.951 -0.575 0.45
C 0.299 -1.701 -0.010 0.37
N 0.961 1.241 -0.882 0.10
N 0.350 2.254 1.500 0.17
S 1.027 0.880 0.825 0.72
H 0.051 1.172 -1.125 0.01
H -1.139 -1.928 -1.646 0.03
H -1.676 -2.259 0.125 0.03
H 1.258 -1.817 -0.517 0.03
H 0.257 -1.743 1.138 0.01
H 1.340 2.153 -0.956 0.01
H -0.403 2.034 2.157 0.03
H 1.039 2.976 2.028 0.04
```

Please write out number 3 again, unchanged.
Below is a structure of composition C4H8N3P in a non-equilibrium geometry, with properties calculated with ωB97M-V/def2-TZVPD.

Gap between HOMO and LUMO (alpha / beta): 8.18 / 8.18 eV
Strongest force on any atom: 0.1052 Eh/bohr
HOMO (alpha / beta): -7.7 / -7.7 eV
LUMO (alpha / beta): 0.5 / 0.5 eV

```
16
Properties=species:S:1:pos:R:3:mulliken_charge:R:1
C -2.102 -0.035 0.812 -0.05
C 0.066 -0.265 0.046 0.09
C -0.799 2.030 0.669 -0.88
C 2.015 -1.587 -1.210 -0.88
N -1.978 -1.307 0.564 -0.21
N -0.936 -1.885 0.285 -0.36
N -0.865 0.572 0.560 0.15
P 1.783 -0.328 0.089 -0.09
H -2.904 0.507 1.286 0.33
H -0.409 2.458 -0.233 0.35
H -1.808 2.386 0.918 0.29
H -0.091 2.371 1.400 0.33
H 2.603 -2.575 -0.946 0.27
H 2.411 -1.155 -2.076 0.33
H 1.003 -1.998 -1.372 0.32
H 2.011 0.812 -0.792 0.00
```

> Among the records above, which one has the lowest strongest force on any atom?

C5H7NO

What did the first record say?
Below is an isolated molecule of C4H7ClO2 in a non-equilibrium geometry, with properties calculated with ωB97M-V/def2-TZVPD.

Gap between HOMO and LUMO (alpha / beta): 7.84 / 9.23 eV
⟨S²⟩: 2.01
Strongest force on any atom: 0.0681 Eh/bohr
Spin multiplicity: 3
HOMO (alpha / beta): -6.9 / -10.3 eV
LUMO (alpha / beta): 0.9 / -1.1 eV

```
14
Properties=species:S:1:pos:R:3:lowdin_spin:R:1
C -0.643 0.037 0.956 0.08
C -0.227 1.488 0.550 0.04
C -0.354 -0.879 -0.185 0.59
C 1.096 -1.240 -0.589 0.05
O -0.839 1.718 -0.723 0.30
O -0.430 0.894 -1.674 0.74
Cl -1.419 -1.986 -0.851 0.16
H -0.049 -0.203 1.769 0.02
H -1.742 0.029 1.197 0.00
H -0.739 2.165 1.156 0.00
H 0.889 1.760 0.613 0.01
H 1.847 -0.664 -0.121 0.00
H 1.171 -0.899 -1.652 0.01
H 1.440 -2.218 -0.445 0.01
```

> strongest force on any atom of number 2 (C5H21N2O6)?

0.0774 Eh/bohr